Entry 1:
Entry from the OMol25 dataset: a cluster of 8 separate species, C3H25N2O7 in total in a non-equilibrium geometry (wB97M-V/def2-TZVPD).

As for the multiplicity: 1. The LUMO energy is -2.873 eV. The HOMO energy comes out at -12.907 eV. Its energy above the lowest of the compared OMol25 structures with the same formula, charge and spin is 2.935 eV. The HOMO-LUMO gap is 10.0 eV. Its calculated total energy is -765.19992 Eh. Its net charge is +1.

```
37
Properties=species:S:1:pos:R:3:forces:R:3
N 0.66346 0.43100 -0.56738 -0.918 -2.501 -1.749
C -0.00261 1.09764 -1.71616 0.253 3.293 -1.503
C 1.03684 2.06578 -2.38579 -0.971 -0.936 -0.023
C -1.22558 1.94404 -1.38742 -1.919 -2.091 -3.453
N -2.24886 1.11583 -0.78464 0.433 -0.685 4.328
H 0.00496 -0.33605 -0.28584 0.736 0.882 0.435
H 0.97069 1.02162 0.22035 -0.124 0.108 -0.234
H 1.46157 -0.15334 -1.08139 -0.461 1.002 1.185
H -0.36990 0.38344 -2.48008 0.622 -0.198 0.918
H 1.70475 2.47923 -1.71804 1.376 0.619 2.229
H 0.79951 2.95031 -2.93980 -1.605 0.292 -0.328
H 1.66030 1.56411 -3.04562 1.139 -1.411 -1.289
H -1.07900 2.92512 -1.04066 0.559 1.147 1.042
H -1.76722 2.07066 -2.43860 1.687 0.266 1.675
H -2.16569 1.03861 0.33404 -0.069 0.452 -3.153
H -3.09816 1.60939 -0.93466 -1.082 0.077 0.099
H 2.36910 -1.47260 2.15130 1.404 -0.541 0.604
H 1.16673 -1.08384 1.72440 -5.801 0.076 1.530
O 1.97971 -1.09808 1.37579 4.614 0.414 -2.187
H 3.15399 -0.96745 -1.01218 0.443 -0.553 0.520
H 2.30367 -1.66375 -2.16442 0.801 1.464 0.878
O 2.65234 -0.79011 -1.80250 -1.050 -1.292 -1.410
H -2.20911 -0.62500 1.92951 -0.055 0.979 1.145
H -2.29639 0.36214 3.22032 -5.001 2.437 5.917
O -1.85634 0.06520 2.55175 4.897 -2.893 -6.903
H -2.04472 -2.57920 1.41051 -0.187 -0.788 0.388
H -2.54623 -1.90509 0.14163 -1.041 0.061 -0.608
O -1.82616 -1.92990 0.75476 0.481 0.734 0.027
H 2.12540 2.48340 1.87293 -1.056 0.681 -0.823
H 1.27240 1.49553 2.28213 -0.821 -2.864 2.015
O 1.18018 2.21614 1.72417 1.910 2.038 -1.209
H -0.33711 -2.71771 2.95913 -0.360 -0.222 0.310
H -0.72615 -1.18472 3.28160 -0.258 -0.321 -0.210
O -0.03777 -1.81677 3.02563 0.961 0.299 0.106
H 0.21555 -3.73572 -1.04322 -0.898 3.513 -0.381
H -0.91025 -2.55508 -0.96297 0.557 -0.487 0.055
O 0.02610 -2.70481 -1.16854 0.806 -3.053 0.057
```
Forces are in eV/Å.

For each atom in turn, the natural (NBO) charge in e is: number 1, N, carries -0.763; number 2, C, carries -0.064; number 3, C, carries -0.647; number 4, C, carries -0.226; number 5, N, carries -0.868; number 6, H, carries 0.436; number 7, H, carries 0.462; number 8, H, carries 0.472; number 9, H, carries 0.228; number 10, H, carries 0.213; number 11, H, carries 0.242; number 12, H, carries 0.227; number 13, H, carries 0.200; number 14, H, carries 0.205; number 15, H, carries 0.363; number 16, H, carries 0.371; number 17, H, carries 0.480; number 18, H, carries 0.477; number 19, O, carries -0.963; number 20, H, carries 0.506; number 21, H, carries 0.516; number 22, O, carries -0.921; number 23, H, carries 0.508; number 24, H, carries 0.476; number 25, O, carries -0.983; number 26, H, carries 0.489; number 27, H, carries 0.492; number 28, O, carries -0.945; number 29, H, carries 0.483; number 30, H, carries 0.470; number 31, O, carries -0.923; number 32, H, carries 0.477; number 33, H, carries 0.505; number 34, O, carries -0.996; number 35, H, carries 0.495; number 36, H, carries 0.483; number 37, O, carries -0.981

=====

Entry 2:
Entry from the OMol25 dataset: a cluster of 10 separate species, C3H26O10 in total in a non-equilibrium geometry (wB97M-V/def2-TZVPD).

As for the multiplicity: 2. The LUMO energy (alpha / beta) is -3.002 / -10.176 eV. The HOMO energy (alpha / beta) comes out at -13.305 / -13.026 eV. Its energy above the lowest of the compared OMol25 structures with the same formula, charge and spin is 0.964 eV. The HOMO-LUMO gap (alpha / beta) is 10.3 / 2.9 eV. Its calculated total energy is -881.85317 Eh. Its net charge is +1. Its expectation value of S² is 0.755.

```
39
Properties=species:S:1:pos:R:3:forces:R:3
C -0.35756 -3.92025 2.19394 0.545 -0.555 -0.012
O 0.03974 -2.70443 1.55541 0.165 -1.911 0.127
H -1.30485 -4.31107 1.82245 -0.511 0.400 -0.322
H 0.32414 -4.75457 2.02876 0.466 0.527 -0.356
H -0.47072 -3.82677 3.27401 -0.034 0.495 0.102
H -0.52315 -2.03963 1.95889 -0.699 1.368 0.511
C 0.29384 3.81849 -2.09386 -1.086 0.086 -0.525
O 0.92422 3.13182 -3.16478 1.097 -0.304 0.503
H 0.72423 3.74931 -1.09482 0.863 -0.574 -0.374
H 0.25066 4.88735 -2.30313 -0.318 0.009 -0.083
H -0.69599 3.37275 -1.99566 -0.435 0.602 0.193
H 0.28937 2.82659 -3.81702 0.001 0.510 0.202
C -0.06853 1.06354 0.37570 0.082 0.765 0.447
O -1.23290 1.42454 -0.29035 -0.626 -0.118 0.592
H -0.21322 1.16981 1.45082 -0.194 -0.454 -0.049
H 0.35953 0.10943 0.06824 -0.046 -0.123 -0.023
H 0.62823 1.86940 0.14501 1.042 0.027 -0.221
H -1.07219 1.47443 -1.23548 -0.030 -0.316 -0.658
O 3.11530 0.71901 -1.18866 0.153 0.654 0.130
H 2.59512 0.06163 -1.65072 -0.418 -0.511 -0.706
H 3.13836 0.41295 -0.28201 0.179 -0.249 0.571
O -0.96117 0.70338 -2.95096 -0.105 0.023 0.231
H -1.25375 -0.15507 -3.25708 -0.580 -0.270 -0.091
H -0.92698 1.24137 -3.74192 0.027 0.155 -0.244
O 2.68665 -2.21453 0.17565 0.213 0.394 0.066
H 2.73174 -2.62759 -0.68666 0.132 -0.179 -0.342
H 1.75913 -2.24829 0.40973 -0.352 -0.106 0.244
O 1.05048 -0.04506 3.78265 0.342 0.024 -0.315
H 1.01109 -0.31793 4.69929 0.104 -0.010 0.300
H 0.16694 -0.19911 3.44822 -0.535 -0.012 -0.003
O 1.33933 -0.87009 -2.94647 0.318 -0.425 0.418
H 0.50269 -0.46627 -2.71583 -0.006 0.431 0.054
H 1.27221 -1.04151 -3.88580 0.270 -0.070 -0.281
O -3.25838 0.70890 1.46961 -0.271 -0.245 0.332
H -2.71352 1.20856 0.86157 0.358 0.332 -0.408
H -4.03271 0.47225 0.95907 -0.335 -0.082 -0.031
O -1.65075 -0.85618 2.85886 1.180 -1.098 0.342
H -2.30441 -0.41877 2.31331 -0.832 0.893 -0.736
H -2.16231 -1.40835 3.45016 -0.126 -0.084 0.415
```
Forces are in eV/Å.

For each atom in turn, the natural (NBO) charge in e is: number 1, C, carries -0.295; number 2, O, carries -0.501; number 3, H, carries 0.231; number 4, H, carries 0.226; number 5, H, carries 0.216; number 6, H, carries 0.515; number 7, C, carries -0.242; number 8, O, carries -0.710; number 9, H, carries 0.181; number 10, H, carries 0.190; number 11, H, carries 0.143; number 12, H, carries 0.451; number 13, C, carries -0.267; number 14, O, carries -0.633; number 15, H, carries 0.215; number 16, H, carries 0.192; number 17, H, carries 0.238; number 18, H, carries 0.518; number 19, O, carries -0.758; number 20, H, carries 0.494; number 21, H, carries 0.481; number 22, O, carries -0.956; number 23, H, carries 0.493; number 24, H, carries 0.493; number 25, O, carries -0.912; number 26, H, carries 0.478; number 27, H, carries 0.475; number 28, O, carries -0.933; number 29, H, carries 0.475; number 30, H, carries 0.477; number 31, O, carries -0.966; number 32, H, carries 0.475; number 33, H, carries 0.485; number 34, O, carries -0.960; number 35, H, carries 0.501; number 36, H, carries 0.489; number 37, O, carries -1.001; number 38, H, carries 0.516; number 39, H, carries 0.489

=====

Question: Which of these has the highest energy above the lowest of the compared OMol25 structures with the same formula, charge and spin?
Answer: C3H25N2O7

=====

Question: Which of these has the highest energy above the lowest of the compared OMol25 structures with the same formula, charge and spin?
Answer: C3H25N2O7

=====

Question: Which of these has the lowest multiplicity?
Answer: C3H25N2O7